No. 1
{
  "formula": "C14H28O28S7",
  "method": "ωB97M-V with the def2-TZVPD basis set",
  "symbols": ["O", "S", "O", "O", "C", "C", "O", "H", "H", "H", "H", "O", "S", "O", "O", "C", "C", "O", "H", "H", "H", "H", "O", "S", "O", "O", "C", "C", "O", "H", "H", "H", "H", "O", "S", "O", "O", "C", "C", "O", "H", "H", "H", "H", "O", "S", "O", "O", "C", "C", "O", "H", "H", "H", "H", "O", "S", "O", "O", "C", "C", "O", "H", "H", "H", "H", "O", "S", "O", "O", "C", "C", "O", "H", "H", "H", "H"],
  "positions_angstrom": [[-1.16, 1.46, -7.87], [0.30, 1.51, -7.62], [1.18, 2.25, -8.59], [0.57, 2.27, -6.20], [1.59, 1.74, -5.44], [1.59, 0.25, -5.78], [0.90, 0.09, -7.01], [2.52, 2.24, -5.73], [1.59, 2.05, -4.40], [1.20, -0.31, -4.92], [2.58, -0.13, -6.04], [3.95, -6.06, 2.33], [2.46, -5.89, 2.26], [1.59, -7.00, 1.85], [1.93, -5.26, 3.72], [0.70, -4.57, 3.43], [1.13, -3.66, 2.27], [1.97, -4.54, 1.45], [-0.05, -5.35, 3.27], [0.35, -4.05, 4.32], [1.71, -2.77, 2.54], [0.19, -3.40, 1.79], [-4.32, 2.20, 0.05], [-4.78, 2.50, 1.39], [-3.77, 2.52, 2.48], [-5.78, 3.83, 1.52], [-7.02, 3.50, 2.11], [-7.20, 2.02, 2.01], [-5.97, 1.41, 1.66], [-6.78, 3.85, 3.11], [-7.79, 4.21, 1.81], [-7.83, 1.92, 1.13], [-7.51, 1.59, 2.96], [5.94, 1.01, -1.26], [4.61, 0.68, -1.77], [3.95, 1.39, -2.91], [4.64, -0.94, -1.92], [3.95, -1.67, -0.93], [3.80, -0.66, 0.19], [3.56, 0.48, -0.54], [3.04, -2.18, -1.23], [4.68, -2.46, -0.72], [4.66, -0.63, 0.86], [2.92, -0.90, 0.79], [2.84, 6.59, -1.37], [2.69, 5.29, -0.74], [1.58, 4.50, -1.27], [4.12, 4.47, -0.80], [4.54, 4.02, 0.53], [3.48, 4.40, 1.62], [2.66, 5.28, 0.92], [4.85, 2.98, 0.45], [5.51, 4.49, 0.71], [3.84, 5.00, 2.45], [2.80, 3.58, 1.88], [0.77, -1.71, -0.34], [0.01, -1.13, -1.48], [-0.09, -1.79, -2.78], [-1.44, -0.56, -0.92], [-1.44, 0.77, -0.51], [0.06, 1.30, -0.63], [0.55, 0.41, -1.58], [-2.19, 1.31, -1.07], [-1.76, 0.74, 0.54], [0.69, 1.31, 0.26], [-0.17, 2.28, -1.07], [-2.60, -1.04, 2.41], [-3.46, -2.22, 2.15], [-4.27, -2.25, 0.89], [-2.65, -3.66, 2.39], [-3.30, -4.64, 3.23], [-4.04, -3.68, 4.24], [-4.47, -2.51, 3.45], [-3.97, -5.14, 2.52], [-2.68, -5.37, 3.75], [-3.35, -3.43, 5.05], [-4.91, -4.12, 4.73]],
  "mulliken_charge": [-0.511, 1.048, -0.529, -0.367, -0.185, 0.126, -0.364, 0.279, 0.240, 0.044, 0.242, -0.521, 0.989, -0.522, -0.414, -0.421, 0.106, -0.210, 0.292, 0.343, 0.214, 0.112, -0.486, 1.175, -0.566, -0.338, -0.440, -0.198, -0.273, 0.263, 0.309, 0.289, 0.276, -0.559, 1.099, -0.424, -0.428, -0.162, -0.110, -0.197, 0.137, 0.316, 0.287, 0.066, -0.555, 1.060, -0.448, -0.297, -0.054, -0.143, -0.353, 0.061, 0.291, 0.237, 0.205, -0.388, 0.943, -0.570, -0.374, -0.207, -0.047, -0.250, 0.311, 0.152, 0.165, 0.210, -0.473, 1.163, -0.553, -0.264, -0.312, -0.422, -0.345, 0.290, 0.328, 0.281, 0.333],
  "homo_lumo_gap_ev": 10.4,
  "e_lumo_ha": -0.0037,
  "energy_ev": -148136.5266,
  "relative_energy_kcal_mol": 134.9,
  "total_charge": 0,
  "homo_energy_ev": -10.467
}



No. 2
{
  "formula": "C14H29BF2IN3O4P",
  "method": "ωB97M-V with the def2-TZVPD basis set",
  "symbols": ["C", "C", "I", "C", "N", "C", "C", "P", "C", "C", "C", "F", "N", "C", "B", "O", "O", "C", "N", "F", "H", "H", "H", "H", "H", "H", "H", "H", "H", "H", "H", "H", "H", "H", "H", "H", "H", "H", "H", "H", "H", "O", "C", "O", "C", "C", "C", "H", "H", "H", "H", "H", "H", "H", "H"],
  "positions_angstrom": [[5.42, -1.90, -1.58], [3.99, -2.21, -1.14], [3.89, -2.03, 1.02], [2.98, -1.24, -1.75], [1.80, -1.94, -2.35], [1.19, -2.94, -1.41], [-0.29, -3.18, -1.67], [-0.95, -4.38, -0.38], [0.05, -5.92, -0.51], [-0.52, -3.68, 1.29], [-1.07, -1.85, -1.60], [-1.92, -1.75, -0.57], [-0.07, -0.78, -1.57], [-0.54, 0.60, -1.33], [-0.45, 1.01, 0.20], [-0.25, 0.02, 1.13], [-0.58, 2.33, 0.54], [0.81, -1.03, -2.57], [0.77, -0.54, -3.76], [-0.18, 0.35, -4.11], [5.44, -1.43, -2.55], [5.95, -1.31, -0.85], [5.97, -2.82, -1.67], [3.79, -3.23, -1.43], [2.66, -0.51, -1.02], [3.50, -0.72, -2.54], [1.33, -2.56, -0.41], [1.73, -3.87, -1.47], [-0.44, -3.64, -2.64], [1.11, -5.79, -0.72], [-0.01, -6.39, 0.46], [-0.42, -6.58, -1.22], [0.22, -2.90, 1.27], [-0.27, -4.48, 1.97], [-1.44, -3.24, 1.65], [-1.65, -1.76, -2.52], [0.03, 1.31, -1.90], [-1.57, 0.72, -1.68], [0.50, 0.27, 1.70], [0.29, 2.64, 0.86], [1.45, -0.78, -4.48], [-2.13, 8.20, 2.99], [-2.65, 7.13, 3.07], [-1.90, 6.07, 3.46], [-2.45, 4.78, 3.74], [-2.60, 3.96, 2.48], [-4.10, 6.92, 2.68], [-3.38, 4.86, 4.30], [-1.72, 4.30, 4.40], [-3.31, 4.42, 1.78], [-2.96, 2.95, 2.71], [-1.65, 3.88, 1.96], [-4.15, 6.82, 1.60], [-4.66, 7.79, 2.99], [-4.56, 6.05, 3.15]],
  "mulliken_charge": [-1.253, -0.337, 0.100, -0.463, -0.125, -1.329, 0.283, 0.046, -1.118, -0.900, -0.118, -0.315, 1.197, -1.010, 0.289, -0.354, -0.523, -0.276, 0.153, -0.143, 0.385, 0.376, 0.370, 0.426, 0.246, 0.288, 0.205, 0.480, 0.494, 0.349, 0.359, 0.327, 0.099, 0.512, 0.310, 0.296, 0.439, 0.355, 0.255, 0.280, 0.317, -0.548, 0.721, -0.378, -0.574, -0.725, -0.890, 0.386, 0.320, 0.261, 0.349, 0.241, 0.237, 0.312, 0.311],
  "homo_lumo_gap_ev": 7.1,
  "e_lumo_ha": -0.1459,
  "energy_ev": -51141.6327,
  "total_charge": 1,
  "homo_energy_ev": -11.056
}



No. 3
{
  "formula": "C14H29BiP2",
  "method": "ωB97M-V with the def2-TZVPD basis set",
  "symbols": ["C", "C", "C", "C", "C", "Bi", "P", "H", "H", "H", "H", "H", "H", "H", "H", "C", "C", "C", "P", "C", "C", "C", "C", "C", "C", "H", "H", "H", "H", "H", "H", "H", "H", "H", "H", "H", "H", "H", "H", "H", "H", "H", "H", "H", "H", "H"],
  "positions_angstrom": [[-3.32, 2.06, -1.98], [-2.73, 3.29, -2.25], [-1.37, 3.38, -2.63], [-0.66, 2.22, -3.02], [-1.19, 0.95, -2.87], [-1.79, 1.06, -0.80], [-3.77, -0.93, -0.41], [-4.40, 1.88, -1.85], [-3.30, 4.23, -2.22], [-0.93, 4.37, -2.82], [-0.85, 0.05, -3.40], [0.32, 2.37, -3.49], [-3.68, -2.16, -1.17], [-5.11, -0.48, -0.66], [-3.84, -1.36, 0.97], [-0.78, -2.86, 1.10], [-0.02, -1.71, 1.77], [1.15, -2.24, 2.58], [0.37, -0.31, 0.60], [0.78, 1.29, 1.48], [1.68, 1.15, 2.71], [1.28, 2.39, 0.52], [1.76, -0.78, -0.54], [3.08, -1.19, 0.12], [1.25, -1.82, -1.55], [-0.14, -3.44, 0.43], [-1.67, -2.54, 0.56], [-1.11, -3.55, 1.89], [-0.72, -1.21, 2.46], [1.76, -2.96, 2.01], [1.80, -1.45, 2.98], [0.75, -2.79, 3.45], [-0.22, 1.59, 1.84], [2.68, 0.77, 2.47], [1.81, 2.14, 3.16], [1.22, 0.51, 3.48], [0.55, 2.63, -0.27], [1.44, 3.31, 1.10], [2.23, 2.12, 0.04], [1.95, 0.16, -1.10], [3.05, -2.21, 0.52], [3.87, -1.17, -0.65], [3.40, -0.50, 0.91], [0.40, -1.44, -2.14], [2.06, -2.06, -2.26], [0.95, -2.75, -1.06]],
  "mulliken_charge": [-0.837, -0.073, -0.784, -0.343, -0.793, 0.992, -0.189, 0.184, 0.313, 0.391, 0.564, 0.325, 0.140, 0.126, 0.121, -1.323, 0.766, -1.673, -0.330, 0.803, -1.566, -1.221, 0.689, -1.496, -1.260, 0.307, 0.004, 0.454, 0.372, 0.279, 0.312, 0.470, 0.293, 0.185, 0.469, 0.363, 0.163, 0.445, 0.247, 0.393, 0.246, 0.480, 0.238, 0.162, 0.420, 0.170],
  "homo_lumo_gap_ev": [5.7, 5.7],
  "e_lumo_ha": [0.0039, 0.0039],
  "energy_ev": -39398.4502,
  "relative_energy_kcal_mol": 40.1,
  "total_charge": 0,
  "homo_energy_ev": [-5.568, -5.569]
}



No. 4
{
  "formula": "C14H29CuO13V",
  "method": "ωB97M-V with the def2-TZVPD basis set",
  "symbols": ["V", "Cu", "C", "C", "O", "H", "H", "H", "H", "H", "C", "O", "C", "O", "O", "C", "H", "H", "H", "H", "H", "H", "C", "O", "C", "O", "O", "C", "H", "H", "H", "H", "H", "H", "C", "O", "C", "O", "O", "C", "H", "H", "H", "H", "H", "H", "C", "O", "C", "O", "O", "C", "H", "H", "H", "H", "H", "H"],
  "positions_angstrom": [[12.76, 20.54, -19.97], [10.43, 20.18, -16.78], [9.13, 19.27, -20.83], [9.86, 18.87, -19.54], [10.86, 19.72, -19.03], [8.37, 20.04, -20.72], [8.65, 18.36, -21.17], [9.85, 19.57, -21.60], [10.23, 17.85, -19.63], [9.06, 18.86, -18.79], [13.29, 16.22, -20.35], [12.99, 16.55, -21.70], [12.67, 17.79, -21.95], [12.69, 18.73, -21.16], [12.36, 17.92, -23.22], [11.97, 19.21, -23.69], [12.65, 16.67, -19.59], [14.34, 16.46, -20.16], [13.07, 15.16, -20.30], [11.67, 19.12, -24.73], [12.77, 19.94, -23.66], [10.98, 19.44, -23.30], [2.23, 21.39, -22.30], [3.10, 20.29, -21.96], [4.23, 20.24, -22.64], [4.54, 20.96, -23.55], [4.93, 19.23, -22.13], [6.21, 18.94, -22.63], [1.39, 21.38, -21.61], [1.92, 21.44, -23.34], [2.74, 22.29, -21.95], [6.66, 18.10, -22.10], [6.93, 19.75, -22.47], [6.08, 18.66, -23.68], [9.21, 23.07, -20.43], [9.33, 22.45, -21.72], [10.44, 22.00, -22.20], [11.46, 21.69, -21.57], [10.42, 21.76, -23.47], [9.36, 22.19, -24.34], [8.36, 22.68, -19.88], [9.08, 24.15, -20.57], [10.15, 22.91, -19.91], [9.74, 21.95, -25.32], [9.25, 23.27, -24.34], [8.44, 21.73, -23.99], [9.51, 16.35, -23.95], [8.96, 17.70, -24.06], [8.70, 18.07, -25.34], [8.85, 17.40, -26.31], [8.10, 19.27, -25.27], [7.07, 19.53, -26.23], [9.86, 16.27, -22.92], [10.34, 16.17, -24.62], [8.64, 15.71, -24.08], [6.06, 19.28, -25.91], [7.30, 19.08, -27.19], [7.07, 20.61, -26.38]],
  "mulliken_charge": [1.177, 0.698, 0.094, -0.680, -0.409, 0.472, 0.173, -0.527, 0.283, 0.386, -0.713, -0.270, 0.620, -0.315, -0.331, -0.074, 0.281, 0.320, 0.273, 0.277, 0.398, -0.412, -0.678, -0.357, 0.719, -0.542, -0.421, 0.084, 0.256, 0.289, 0.319, 0.236, -0.216, 0.227, -0.746, -0.286, 0.962, -0.539, -0.249, -0.560, 0.259, 0.317, 0.264, 0.246, 0.384, 0.171, -0.820, -0.037, 0.578, -0.529, -0.012, -0.881, 0.151, 0.354, 0.392, 0.293, 0.397, 0.257],
  "homo_lumo_gap_ev": [6.2, 6.2],
  "e_lumo_ha": [-0.3037, -0.3038],
  "energy_ev": -111914.6278,
  "spin_multiplicity": 4,
  "relative_energy_kcal_mol": 93.9,
  "total_charge": 2,
  "homo_energy_ev": [-14.495, -14.495]
}